{
  "formula": "C5H7O3",
  "method": "ωB97M-V with the def2-TZVPD basis set",
  "spin_multiplicity": 2,
  "orbital_gap_ev": [4.453, 6.250],
  "e_homo_ev": [2.5, 0.7],
  "charge": -2,
  "s2": 0.762,
  "symbols": ["O", "O", "O", "C", "C", "C", "C", "C", "H", "H", "H", "H", "H", "H", "H"],
  "coordinates": [[-1.6946, 1.2155, -1.7329], [2.7681, -2.2298, 1.0065], [-2.8875, 0.7978, 0.1403], [1.9216, -0.0434, 0.4148], [1.9601, -1.4370, 0.4138], [0.6735, 0.6674, -0.0866], [-0.6542, -0.0346, -0.0399], [-1.8646, 0.7012, -0.5909], [-0.8086, 2.0152, 2.2237], [0.0713, -0.1109, -0.9778], [2.4907, 0.4593, 1.1975], [0.9132, 1.6164, -0.5441], [1.1349, -1.8546, -0.1941], [-0.5598, 2.6065, 1.8454], [-0.8002, -0.9313, 0.5459]]
}


{
  "formula": "C5H7O3Ru",
  "method": "ωB97M-V with the def2-TZVPD basis set",
  "spin_multiplicity": 7,
  "orbital_gap_ev": [6.103, 7.094],
  "e_homo_ev": [-19.9, -23.9],
  "charge": 3,
  "s2": 12.009,
  "relative_energy_kcal_mol": 18.5,
  "symbols": ["Ru", "O", "O", "O", "C", "C", "C", "C", "C", "H", "H", "H", "H", "H", "H", "H"],
  "coordinates": [[-1.7114, 4.7866, -2.8613], [-0.4519, 6.0726, -1.9226], [1.3216, 5.2597, -0.7354], [-0.2138, 3.9875, -1.7424], [0.4369, 5.1381, -1.5383], [2.0440, 3.0339, 0.4106], [-1.2149, 8.3090, -2.2977], [-0.2495, 7.4910, -1.5457], [1.8480, 3.1576, 1.6332], [0.2465, 3.2105, -1.0943], [1.1800, 3.3443, 2.4646], [-1.2214, 8.2774, -3.3879], [-1.8947, 8.9756, -1.7704], [-0.3837, 7.5471, -0.4614], [2.8017, 2.8300, -0.3366], [0.7946, 7.7147, -1.8076]]
}


{
  "formula": "C5H7O4Rh",
  "method": "ωB97M-V with the def2-TZVPD basis set",
  "spin_multiplicity": 6,
  "orbital_gap_ev": [7.755, 7.081],
  "e_homo_ev": [-11.4, -14.3],
  "charge": 1,
  "s2": 8.792,
  "relative_energy_kcal_mol": 19.1,
  "symbols": ["Rh", "O", "O", "O", "O", "C", "C", "C", "C", "C", "H", "H", "H", "H", "H", "H", "H"],
  "coordinates": [[-0.3192, -0.4958, -1.6166], [1.4845, -0.8800, -1.6701], [-2.0791, -1.2920, -0.9347], [-1.9845, 0.4381, 0.4998], [-3.6354, -0.9467, 0.6374], [-0.8500, 0.9803, -0.2251], [-2.5549, -0.6042, -0.0249], [0.1217, 1.4714, 0.6936], [1.6655, 0.0106, 0.5909], [2.3449, -0.2905, -0.7360], [1.0639, -0.8421, 0.9397], [-4.1069, -1.6482, 0.1682], [-0.1672, 1.6269, 1.7435], [0.6976, 2.3089, 0.2781], [3.1977, -0.9694, -0.5349], [2.7798, 0.6528, -1.1268], [2.3415, 0.4800, 1.3179]]
}


{
  "formula": "C5H7O4S",
  "method": "ωB97M-V with the def2-TZVPD basis set",
  "orbital_gap_ev": 7.919,
  "e_homo_ev": -4.6,
  "charge": -1,
  "relative_energy_kcal_mol": 19.5,
  "symbols": ["S", "O", "O", "O", "O", "C", "C", "C", "C", "C", "H", "H", "H", "H", "H", "H", "H"],
  "coordinates": [[0.9904, 1.5890, -0.5398], [-0.8280, 0.8330, 2.9739], [-0.5111, 2.1180, -1.2454], [-2.4107, 2.0460, -0.0456], [1.9102, 2.6761, -0.2176], [-0.1485, 1.3747, 0.7339], [0.6740, -2.2738, -0.9533], [-0.4892, -1.3538, -0.4851], [-1.2165, 1.8611, -0.0656], [0.0342, 1.1180, 2.1320], [1.0427, 0.8880, 2.4681], [-0.3642, -1.2027, 0.5580], [1.5575, -2.5382, -0.3210], [0.4151, -3.1924, -1.5000], [1.2143, -1.6811, -1.7833], [-0.4960, -0.3940, -1.0568], [-1.3742, -1.8677, -0.6524]]
}